No. 1
# H22O11

A cluster of 11 separate species, H22O11 in total in a non-equilibrium geometry (ωB97M-V with the def2-TZVPD basis set, the OMol25 dataset).

The geometry in XYZ format:
```
33
Properties=species:S:1:pos:R:3:mulliken_charge:R:1
O 0.41511 0.39719 -0.62339 -0.540
H 0.12790 -0.47828 -0.90635 0.226
H 0.13728 0.44867 0.29811 0.402
O 2.50162 2.95837 0.52043 -0.572
H 2.10058 3.78052 0.21673 0.300
H 2.63835 3.09874 1.46414 0.269
O -1.06641 -0.03183 3.14602 -0.527
H -1.52681 -0.59444 2.51317 0.286
H -1.76986 0.31633 3.70542 0.280
O 4.21885 -1.68650 -2.42710 -0.619
H 3.34065 -1.68309 -2.02993 0.302
H 4.59394 -2.53308 -2.15954 0.319
O -4.09715 1.05977 -1.25836 -0.586
H -4.25849 0.72169 -0.37029 0.279
H -3.67829 1.91526 -1.11111 0.314
O -1.78850 0.96635 0.71878 -0.539
H -2.61930 1.14057 1.17530 0.266
H -1.87917 0.05966 0.40465 0.225
O 1.70086 1.85975 3.60174 -0.640
H 1.07513 1.15165 3.41190 0.295
H 1.71601 2.38261 2.79218 0.311
O 0.06541 -2.62072 -4.52914 -0.646
H -0.68542 -2.16256 -4.13501 0.332
H 0.83412 -2.16568 -4.16718 0.312
O -2.70590 -2.79327 -2.12664 -0.608
H -2.21528 -3.24566 -1.43121 0.315
H -3.42508 -3.39903 -2.33836 0.298
O 1.70379 -1.93374 1.61593 -0.590
H 2.10709 -2.52579 0.97109 0.286
H 2.45472 -1.53159 2.06689 0.312
O 0.20553 2.06813 0.20009 -0.489
H -0.48155 2.07276 0.87603 0.234
H 0.26025 2.98722 -0.08498 0.194
```

Summary:
E_LUMO in eV: -0.44
Frontier orbital gap in Eh: 0.3192
E_HOMO in eV: -9.13
Net charge: 0
ΔE to the lowest compared entry with this formula, charge and spin in kJ/mol: 563.3

---

No. 2
# C6H8Cl2NO2

The ion C6H8Cl2NO2 with charge -1 in a non-equilibrium geometry (ωB97M-V with the def2-TZVPD basis set, the OMol25 dataset).

The geometry in XYZ format:
```
19
Properties=species:S:1:pos:R:3:mulliken_charge:R:1
O -1.46958 -0.86198 -1.97559 -0.741
C -0.90169 -1.19359 -0.91117 0.539
O -0.44911 -2.25321 -0.56760 -0.674
C -0.57611 0.11070 0.01139 0.677
C -1.40561 1.31377 -0.32740 -0.302
Cl -2.61515 1.92157 0.80788 -0.283
C -0.04742 -0.12704 1.35998 -0.855
C 1.32429 -0.77247 1.13199 -0.765
N 1.75206 -0.45170 -0.23797 -0.596
C 0.82955 0.40309 -0.89414 -0.467
Cl 1.38983 2.09809 -0.76702 -0.285
H -2.09388 1.21798 -1.19336 0.296
H -0.75210 2.22041 -0.63817 0.162
H -0.72470 -0.83878 1.97586 0.275
H -0.05128 0.78480 2.00245 0.355
H 2.07983 -0.48019 1.76929 0.484
H 1.23309 -1.85974 1.08757 0.262
H 1.89596 -1.40580 -0.71824 0.399
H 0.58202 0.17410 -1.91577 0.520
```

Summary:
E_LUMO in eV: 3.34
Frontier orbital gap in Eh: 0.2959
E_HOMO in eV: -4.71
Net charge: -1
ΔE to the lowest compared entry with this formula, charge and spin in kJ/mol: 0.0

---

No. 3
# C4H5FN2S

The molecule C4H5FN2S in a non-equilibrium geometry (ωB97M-V with the def2-TZVPD basis set, the OMol25 dataset).

The geometry in XYZ format:
```
13
Properties=species:S:1:pos:R:3:mulliken_charge:R:1
F 3.46814 -0.55629 -0.33386 -0.253
C 2.19776 -0.09005 -0.24165 0.399
C 1.73476 1.19154 -0.05111 -0.420
N 0.34394 0.97926 0.03214 -0.117
C 0.06822 -0.30252 -0.01176 0.335
C -1.31719 -1.01272 0.16236 -0.475
S -2.79791 0.13724 -0.43442 -0.278
N 1.15006 -1.04983 -0.26988 -0.574
H 2.12265 2.17802 -0.41205 0.285
H -0.15448 1.94756 0.36707 0.321
H -1.35076 -1.94397 -0.35869 0.346
H -1.50651 -1.12522 1.34845 0.281
H -3.95868 -0.35302 0.20341 0.151
```

Summary:
E_LUMO in eV: 0.49
Frontier orbital gap in Eh: 0.3523
E_HOMO in eV: -9.09
Net charge: 0
ΔE to the lowest compared entry with this formula, charge and spin in kJ/mol: 156.6

---

No. 4
# C20H21N3O3

The molecule C20H21N3O3 in a non-equilibrium geometry (ωB97M-V with the def2-TZVPD basis set, the OMol25 dataset).

The geometry in XYZ format:
```
47
Properties=species:S:1:pos:R:3:mulliken_charge:R:1
N 1.61243 0.90027 -1.82551 -0.644
C 1.73182 -0.50934 -1.40277 0.239
C 2.80713 -0.70004 -0.29665 -1.332
C 2.30127 -0.29181 0.99156 1.157
C 2.40579 0.91728 1.59536 -0.495
N 2.17034 0.79767 2.95149 -0.032
C 2.07059 -0.58310 3.23141 -0.395
C 1.81176 -1.14983 4.49794 -1.091
C 1.59254 -2.53999 4.35465 -0.503
C 1.60540 -3.29521 3.16197 -0.948
C 1.70549 -2.65293 1.92954 0.966
C 1.91975 -1.23619 1.99799 -0.115
C 0.39399 -1.02713 -0.95868 -0.214
O -0.12667 -2.13805 -1.17883 -0.697
N -0.33777 -0.04444 -0.45798 0.355
C -1.72037 0.02369 0.00146 -0.056
C -2.87465 -0.13407 -1.14822 -0.822
C -2.77499 1.06000 -2.00607 0.690
C -3.76338 2.08603 -2.01550 -0.509
C -3.65926 3.21717 -2.85746 -0.547
C -2.39915 3.43369 -3.58244 -0.548
C -1.51210 2.32774 -3.58281 -0.453
C -1.78784 1.11195 -2.94312 -0.232
C -1.98731 -1.05248 1.06554 0.281
O -3.12634 -1.51104 1.30278 -0.721
O -1.00434 -1.49437 1.68007 -0.415
H 2.39168 1.52903 -1.46502 0.217
H 1.55551 1.15471 -2.81435 0.203
H 2.13174 -1.08905 -2.27037 0.380
H 3.04809 -1.75480 -0.14428 0.447
H 3.74324 -0.08437 -0.50371 0.378
H 2.53935 1.97462 1.22533 0.334
H 2.20806 1.55974 3.58846 0.168
H 1.93274 -0.75646 5.58455 0.265
H 1.54896 -3.09189 5.20086 0.526
H 1.48901 -4.38144 3.08904 0.381
H 1.55186 -3.13117 0.94867 0.342
H 0.12756 0.80351 -0.68377 0.505
H -1.79123 1.03385 0.52771 0.389
H -3.88777 -0.07876 -0.60386 0.357
H -2.74925 -0.98704 -1.81765 0.371
H -4.59233 2.00451 -1.27484 0.273
H -4.23645 4.17341 -2.86327 0.289
H -2.09085 4.30308 -4.21274 0.334
H -0.66955 2.32236 -4.38995 0.220
H -1.17745 0.25977 -3.14843 0.512
H -0.12705 -1.27906 1.52194 0.187
```

Summary:
E_LUMO in eV: 0.40
Frontier orbital gap in Eh: 0.3153
E_HOMO in eV: -8.18
Net charge: 0
ΔE to the lowest compared entry with this formula, charge and spin in kJ/mol: 480.5

---

No. 5
# C18H11N4O6Pt

A structure of composition C18H11N4O6Pt in a non-equilibrium geometry (ωB97M-V with the def2-TZVPD basis set, the OMol25 dataset).

The geometry in XYZ format:
```
40
Properties=species:S:1:pos:R:3:mulliken_charge:R:1
Pt -0.18763 0.10366 -1.47626 0.573
O 0.67454 -0.34130 -7.55112 -0.398
C 0.48885 -0.21508 -6.38903 0.530
C 1.16919 -1.12413 -5.26660 0.011
O 1.94956 -1.98938 -5.54107 -0.414
C 0.61767 -0.62227 -4.01800 0.991
C -0.28020 0.49189 -4.23636 1.014
O -0.82680 1.03561 -3.24277 -0.695
C -0.40790 0.79286 -5.66709 -0.117
O -1.06323 1.63573 -6.21820 -0.426
O 0.79629 -1.02108 -2.82593 -0.678
N 3.86455 -4.63634 6.19245 -0.434
C 3.40423 -4.07530 5.30122 -0.072
C 2.82655 -3.38408 4.19403 0.646
C 2.99501 -1.99494 4.07895 -0.581
C 2.43080 -1.32859 3.02084 -0.582
C 1.68198 -2.04273 2.05642 0.344
C 1.52856 -3.44465 2.17740 -0.570
C 2.09554 -4.10585 3.23674 -0.594
C 1.09483 -1.37323 0.98900 2.496
C 0.56681 -0.77743 0.04134 -2.348
H 3.56484 -1.45982 4.82531 0.458
H 2.55228 -0.25968 2.91422 0.458
H 0.96968 -3.98387 1.42551 0.450
H 1.98696 -5.17609 3.34107 0.460
C -3.62246 3.42705 1.39263 -1.070
N -2.43702 2.88074 0.76191 0.007
C -1.19267 3.62069 0.64439 -0.327
C -0.30827 2.64026 -0.10786 0.479
O 0.83428 2.76661 -0.44983 -0.555
N -1.08617 1.49906 -0.34376 -0.634
C -2.30912 1.69610 0.17061 0.787
N -3.26590 0.78092 0.08717 -0.346
H -3.31376 4.10807 2.18236 0.336
H -4.21950 2.63836 1.84884 0.404
H -4.23907 3.97811 0.68048 0.333
H -0.76254 3.84760 1.62166 0.343
H -1.31717 4.55276 0.09123 0.339
H -3.05786 -0.09189 -0.36790 0.180
H -4.19574 0.95167 0.42601 0.203
```

Summary:
E_LUMO (spin up / spin down) in eV: -7.73 / -7.72
Frontier orbital gap (spin up / spin down) in Eh: 0.1289 / 0.1296
E_HOMO (spin up / spin down) in eV: -11.24 / -11.25
Net charge: +1
ΔE to the lowest compared entry with this formula, charge and spin in kJ/mol: 50.4

---

No. 6
# C30H41N5O3S

A structure of composition C30H41N5O3S in a non-equilibrium geometry (ωB97M-V with the def2-TZVPD basis set, the OMol25 dataset).

The geometry in XYZ format:
```
80
Properties=species:S:1:pos:R:3:mulliken_charge:R:1
C 6.93723 -0.87557 -1.95971 -1.468
C 8.13134 0.13746 -1.75631 -0.325
H 9.11663 -0.21093 -1.95690 0.393
H 7.92362 0.96601 -2.45382 0.278
C 7.98280 0.49948 -0.46774 -0.466
H 7.92901 -0.23451 0.45517 0.415
O 6.77831 1.41839 0.09182 -0.441
C 5.66714 1.11635 0.30792 0.815
C 5.36662 -0.16013 0.80587 0.715
C 4.21607 -0.54728 1.41237 -1.239
C 3.11645 0.65599 1.50035 0.602
C 3.33322 1.83812 0.90754 -1.483
C 4.69602 1.87393 0.38101 -0.389
H 4.90721 3.13609 0.16618 0.000
H 2.65192 2.47809 0.91968 1.248
N 1.81976 0.16729 2.11085 -0.194
C 1.38228 -1.14701 2.40528 -0.095
O 1.89855 -2.09578 2.50617 -0.395
C -0.04941 -0.77511 2.56716 -1.196
H -0.42431 0.08284 3.28614 0.393
H -0.50159 -1.74709 3.13824 0.524
C -1.03410 -0.77990 1.45114 0.441
N -0.54765 -1.82520 0.45499 0.697
C -0.17740 -1.41085 -0.60451 -0.281
S 0.35832 -2.14790 -2.33122 -0.308
N -0.04202 -0.05086 -0.73002 0.257
C -0.56752 0.18260 0.47907 -0.082
O -0.60243 1.68159 0.81525 -0.749
C 0.30956 0.74785 -1.65347 -0.992
C -0.60903 1.00337 -2.78291 -0.458
H -0.19218 1.77435 -3.67937 0.333
H -0.99290 0.07756 -3.42515 0.210
H -1.47698 1.59411 -2.41969 -0.186
H 0.65982 1.59384 -1.30787 0.724
H 1.23719 0.22800 -2.18464 0.458
C -0.55687 -3.13306 0.77877 -1.049
H 0.10619 -3.51533 1.40946 0.555
C -2.01285 -3.79230 1.34812 -2.046
H -2.37948 -3.28521 2.01160 0.858
C -3.11384 -3.41121 0.03832 -0.858
N -3.31036 -2.21472 0.07308 1.516
C -3.79150 -1.57123 -1.18738 -2.518
C -3.99898 -0.18385 -1.33960 0.792
N -5.09947 -0.00613 -0.50383 -0.131
C -4.91037 -0.30126 0.73459 -0.929
C -4.39179 -1.93023 0.73440 -1.239
H -4.28118 -2.35462 1.79763 0.426
H -5.31760 -2.51100 0.38685 0.433
H -5.66324 -0.08012 1.31527 0.991
H -4.06983 0.20325 1.32674 0.177
C -5.44310 1.58157 -0.61952 -1.331
C -4.37302 2.55482 -0.20859 0.864
C -3.35332 3.12169 -1.20364 -0.828
C -2.43134 3.80179 -0.62460 -0.150
C -2.17954 4.10652 0.73090 -0.452
C -3.11034 3.74473 1.77484 -1.259
C -4.21932 2.76294 1.11282 -0.043
H -4.94767 2.43135 1.98388 0.115
H -2.97784 3.97467 2.63201 0.950
H -1.33071 4.79739 1.20674 0.206
H -1.77562 4.22860 -1.55972 0.049
H -3.65122 2.83492 -2.06106 1.021
H -5.73624 1.74554 -1.66349 0.426
H -6.49164 1.59556 0.18735 0.304
H -4.08231 0.11936 -2.33896 0.783
H -2.95259 0.27861 -0.95016 -0.358
H -2.77296 -1.94363 -1.99694 0.339
H -4.47410 -2.01508 -1.74987 0.428
H -2.64805 -3.86570 -0.93139 0.367
H -3.82432 -4.12991 0.45269 0.323
H -1.90471 -4.75812 1.38353 0.769
H -0.15757 -3.89753 -0.03350 0.549
H -2.07315 -0.92058 1.45230 0.459
H 1.29244 1.25466 1.81499 0.258
H 4.05452 -1.64605 1.75130 0.239
H 6.27691 -0.94119 0.78245 -0.232
H 8.77420 1.38078 -0.20669 0.129
H 5.92303 -0.43040 -1.92305 0.307
H 7.21250 -1.67450 -1.59170 0.576
H 6.96669 -1.25100 -2.97586 0.457
```

Summary:
E_LUMO in eV: -0.03
Frontier orbital gap in Eh: 0.2808
E_HOMO in eV: -7.67
Net charge: 0
ΔE to the lowest compared entry with this formula, charge and spin in kJ/mol: 3192.4

---

No. 7
# C13H20N3O3SeY

A structure of composition C13H20N3O3SeY in a non-equilibrium geometry (ωB97M-V with the def2-TZVPD basis set, the OMol25 dataset).

The geometry in XYZ format:
```
41
Properties=species:S:1:pos:R:3:mulliken_charge:R:1
Y -0.25440 0.49670 -1.61246 1.369
C 3.94502 -2.26194 -0.78991 -1.011
N 3.16567 -1.73118 0.33375 0.111
C 3.74073 -1.89416 1.67173 -0.966
C 2.04553 -1.08838 0.12566 0.966
O 1.60101 -0.85400 -1.03719 -0.770
C 1.22256 -0.60975 1.31574 -1.071
O -0.11731 -0.40191 0.88138 -0.353
C -1.07567 -1.37313 1.28020 -0.735
C -2.11054 -1.51346 0.17600 0.815
O -1.98261 -0.83709 -0.88842 -0.727
N -3.10797 -2.33750 0.36708 0.115
C -3.25772 -3.10110 1.60849 -0.945
C -4.13392 -2.54667 -0.65986 -0.975
H 4.81727 -1.63644 -0.97990 0.368
H 4.27736 -3.26716 -0.53994 0.404
H 3.33326 -2.29817 -1.68359 0.321
H 4.75376 -2.26764 1.56516 0.402
H 3.78927 -0.94313 2.20083 0.384
H 3.17979 -2.61282 2.27093 0.332
H 1.26381 -1.30537 2.15242 0.497
H 1.60245 0.35864 1.64890 0.439
H -0.60526 -2.34306 1.46050 0.521
H -1.56570 -1.03998 2.19806 0.382
H -2.41907 -3.78160 1.76115 0.365
H -3.35129 -2.44127 2.47114 0.353
H -4.16129 -3.69733 1.54237 0.379
H -4.00388 -1.84308 -1.47233 0.293
H -4.05812 -3.56329 -1.04568 0.376
H -5.11865 -2.40771 -0.21848 0.380
Se -0.19063 2.44190 0.13271 -0.117
C -0.15124 4.06474 -0.90589 0.907
C -0.67226 4.13086 -2.19078 -0.086
C -0.61544 5.34625 -2.86353 -0.611
N -0.08208 6.42477 -2.31576 -0.472
C 0.41557 6.36325 -1.08964 -0.349
C 0.39866 5.19756 -0.32890 -0.502
H -1.13928 3.26293 -2.65780 0.112
H -1.02696 5.46059 -3.85997 0.353
H 0.84719 7.27667 -0.69786 0.367
H 0.80241 5.17344 0.67374 0.380
```

Summary:
E_LUMO in eV: -7.30
Frontier orbital gap in Eh: 0.2549
E_HOMO in eV: -14.23
Net charge: +2

---

No. 8
# C4H7NO

The molecule C4H7NO (ωB97M-V with the def2-TZVPD basis set, the OMol25 dataset).

The geometry in XYZ format:
```
13
Properties=species:S:1:pos:R:3:mulliken_charge:R:1
C 1.60514 1.13300 0.14335 -1.140
C 0.34084 0.66284 -0.57062 -0.145
N 0.32965 -0.79075 -0.59409 -0.411
C -0.62228 -1.47899 -0.11659 0.028
C -1.90502 -1.02669 0.52144 0.015
O -2.68063 -1.84046 0.96802 -0.452
H 1.72151 2.21711 0.04858 0.333
H 2.48230 0.64415 -0.29002 0.308
H 1.56661 0.88198 1.20841 0.298
H -0.54418 1.12562 -0.11396 0.196
H 0.37472 0.98700 -1.61749 0.261
H -0.53972 -2.56917 -0.15586 0.378
H -2.12894 0.05436 0.56883 0.332
```

Summary:
E_LUMO in eV: -0.20
Frontier orbital gap in Eh: 0.3444
E_HOMO in eV: -9.58
Net charge: 0
ΔE to the lowest compared entry with this formula, charge and spin in kJ/mol: 178.0